Record 1
Entry from OMol25: a 2-piece molecular cluster, C2H5FIP overall at a distorted geometry (wB97M-V/def2-TZVPD).

Kohn-Sham gap (alpha / beta) = 8.212 / 7.487 eV
LUMO (alpha / beta) = -0.35 / -0.92 eV
energy above the lowest of the compared OMol25 structures with the same formula, charge and spin = 114.72 kcal per mole
HOMO level (alpha / beta) = -8.56 / -8.41 eV
electronic energy = -22257.6667 eV

Each line ends with the Löwdin charge.
Cartesian coordinates (Å):
C1 -0.319072 1.978230 -0.144835  -0.17
C2 -0.451979 0.495012 -0.529730  -0.78
F1 0.200750 -0.345046 0.302965  -0.22
P1 1.154270 -2.709950 0.018709  0.63
I1 -2.391060 -0.042660 -1.095210  0.81
H1 -0.649927 2.113721 0.864429  0.07
H2 0.663916 2.337876 -0.157345  0.05
H3 -0.752294 2.801204 -0.725480  0.08
H4 0.278374 -3.072829 1.042978  -0.24
H5 2.267019 -3.555555 0.423521  -0.23

Cartesian forces (eV/Å) of the 3 atoms listed first:
C -0.38 -0.47 -0.28
C -0.29 1.72 -0.04
F -0.80 1.17 -0.15


Record 2
Entry from OMol25: one molecule with the formula C2H5FN2 at a distorted geometry (wB97M-V/def2-TZVPD).

Kohn-Sham gap = 10.695 eV
LUMO = 0.89 eV
energy above the lowest of the compared OMol25 structures with the same formula, charge and spin = 38.50 kcal per mole
HOMO level = -9.80 eV
electronic energy = -7850.6863 eV

Each line ends with the Löwdin charge.
Cartesian coordinates (Å):
C1 -0.476907 0.094397 -0.108631  -0.58
C2 0.896604 -0.506240 0.304534  -0.05
H1 -1.576978 1.787667 0.269333  0.19
H2 0.135593 1.656455 -0.722657  0.14
H3 -1.131817 -1.775166 -0.404440  0.06
H4 1.042577 -0.664923 1.406277  0.14
H5 1.066296 -1.432609 0.019118  0.04
N1 -0.542213 1.384105 0.040404  0.08
N2 -1.411491 -0.767147 -0.377996  0.11
F1 1.998337 0.223459 -0.425940  -0.13

Cartesian forces (eV/Å) of the 3 atoms listed first:
C 0.30 -7.56 0.91
C 0.68 4.13 0.11
H 3.50 -0.96 -1.82


Record 3
Entry from OMol25: a 2-piece molecular cluster, C2H5FN2O3 overall at a distorted geometry (wB97M-V/def2-TZVPD).

Kohn-Sham gap = 8.265 eV
LUMO = -0.51 eV
energy above the lowest of the compared OMol25 structures with the same formula, charge and spin = 53.44 kcal per mole
HOMO level = -8.77 eV
electronic energy = -13989.3600 eV

Each line ends with the Löwdin charge.
Cartesian coordinates (Å):
C1 0.023511 -0.863408 1.253094  -0.10
C2 0.493931 0.608131 -0.430094  -0.43
N1 0.004261 1.843790 -0.243625  0.19
N2 -0.017061 -0.340260 -1.280166  -0.33
O1 -1.260949 -0.621146 -1.124822  -0.01
O2 0.709788 -1.011525 -2.002339  0.08
O3 -1.124949 -1.407584 1.029073  -0.03
F1 1.828241 0.655256 -0.440676  0.10
H1 0.253194 -0.168211 2.162862  0.13
H2 0.921129 -1.614795 1.007654  0.14
H3 -0.890919 1.994188 -0.534967  0.07
H4 0.326602 2.327986 0.605284  0.14
H5 -1.266780 -1.402422 -0.001279  0.05

Cartesian forces (eV/Å) of the 3 atoms listed first:
C 3.66 -0.71 -0.18
C 1.24 -1.51 2.11
N 1.67 0.89 1.16


Record 4
Entry from OMol25: a 2-piece molecular cluster, C2H5FNO overall at a distorted geometry (wB97M-V/def2-TZVPD).

<S²> = 2.008
Kohn-Sham gap (alpha / beta) = 4.376 / 8.817 eV
LUMO (alpha / beta) = 4.73 / 4.17 eV
energy above the lowest of the compared OMol25 structures with the same formula, charge and spin = 0.00 kcal per mole
multiplicity = 3
HOMO level (alpha / beta) = 0.35 / -4.64 eV
total charge = -1
electronic energy = -8405.1012 eV

Each line ends with the Löwdin charge.
Cartesian coordinates (Å):
C1 1.145836 0.403343 0.275944  -0.10
C2 -0.248220 -0.262487 0.234584  -0.34
N1 -1.211374 0.326562 -0.419199  -0.17
O1 -2.476102 0.168332 -0.035854  -0.11
F1 0.210289 -1.982383 -0.637389  -0.55
H1 1.368033 0.815802 -0.715944  0.07
H2 1.736654 -0.411392 0.526019  0.03
H3 1.345508 1.104482 0.972162  -0.01
H4 -0.690797 -0.752722 1.134781  0.10
H5 -1.179826 0.590463 -1.335103  0.08

Cartesian forces (eV/Å) of the 3 atoms listed first:
C -3.04 -1.89 -2.52
C 4.20 -1.41 5.19
N -6.52 1.83 -0.15


Record 5
Entry from OMol25: a 2-piece molecular cluster, C2H5FNO2S overall at a distorted geometry (wB97M-V/def2-TZVPD).

Kohn-Sham gap = 7.556 eV
LUMO = 3.75 eV
energy above the lowest of the compared OMol25 structures with the same formula, charge and spin = 40.81 kcal per mole
HOMO level = -3.80 eV
total charge = -1
electronic energy = -21289.6174 eV

Each line ends with the Löwdin charge.
Cartesian coordinates (Å):
C1 -2.591671 0.116002 0.298967  -0.11
C2 -1.325854 -0.092851 -0.024758  -0.07
N1 1.455768 0.704100 -0.209950  -0.21
O1 2.035004 -1.807852 -0.396975  -0.58
O2 2.596033 -0.394314 1.557469  -0.54
F1 2.026137 1.769090 -0.959744  -0.16
S1 2.626896 -0.486757 0.125867  0.59
H1 -2.933414 0.885266 0.836087  -0.03
H2 1.083076 0.197750 -0.839990  -0.08
H3 -3.531725 -0.537041 0.046145  0.07
H4 -0.475423 0.583728 0.253114  0.04
H5 -0.964824 -0.937117 -0.686235  0.07

Cartesian forces (eV/Å) of the 3 atoms listed first:
C -1.18 -3.88 -2.19
C 0.99 -0.35 -0.86
N 1.74 4.77 4.62


Record 6
Entry from OMol25: a 2-piece molecular cluster, C2H5FO overall at a distorted geometry (wB97M-V/def2-TZVPD).

Kohn-Sham gap = 10.749 eV
LUMO = 0.98 eV
energy above the lowest of the compared OMol25 structures with the same formula, charge and spin = 39.58 kcal per mole
HOMO level = -9.77 eV
electronic energy = -6917.8939 eV

Each line ends with the Löwdin charge.
Cartesian coordinates (Å):
C1 0.649559 0.648731 0.524139  -0.04
C2 -0.432018 -0.253696 -0.074150  -0.50
O1 0.079704 -0.794820 -1.233219  -0.01
F1 -0.939600 -1.231937 0.738811  0.01
H1 0.423466 1.624708 0.233546  0.04
H2 0.688868 0.538586 1.591277  0.08
H3 1.577013 0.316010 0.047751  0.09
H4 -1.675144 0.801819 -0.380978  0.19
H5 -0.371848 -1.649401 -1.447177  0.13

Cartesian forces (eV/Å) of the 3 atoms listed first:
C -0.22 -2.18 -0.44
C -2.15 2.61 -1.11
O -0.97 -1.04 0.25


Record 7
Entry from OMol25: a 3-piece molecular cluster, C2H5FO overall at a distorted geometry (wB97M-V/def2-TZVPD).

<S²> = 2.010
Kohn-Sham gap (alpha / beta) = 7.674 / 7.606 eV
LUMO (alpha / beta) = 0.87 / -3.84 eV
energy above the lowest of the compared OMol25 structures with the same formula, charge and spin = 73.51 kcal per mole
multiplicity = 3
HOMO level (alpha / beta) = -6.81 / -11.45 eV
electronic energy = -6912.1771 eV

Each line ends with the Löwdin charge.
Cartesian coordinates (Å):
C1 -0.710015 -1.041684 0.608467  -0.03
C2 0.332468 -0.147470 0.036875  -0.54
O1 0.667047 0.990202 0.528858  0.12
F1 1.132206 -0.855052 -0.802377  0.05
H1 -1.450974 -1.589672 0.024541  0.08
H2 -0.096923 -1.965318 0.965367  0.11
H3 -1.130625 -0.657668 1.520681  0.07
H4 0.639077 2.115186 -1.071556  0.05
H5 0.617738 3.151476 -1.810856  0.09

Cartesian forces (eV/Å) of the 3 atoms listed first:
C 2.08 -2.09 2.05
C -3.01 -3.46 -2.84
O 1.21 2.01 1.23


Record 8
Entry from OMol25: a 2-piece molecular cluster, C2H5FSi overall at a distorted geometry (wB97M-V/def2-TZVPD).

Kohn-Sham gap = 10.059 eV
LUMO = -0.87 eV
energy above the lowest of the compared OMol25 structures with the same formula, charge and spin = 111.18 kcal per mole
HOMO level = -10.93 eV
electronic energy = -12745.6285 eV

Each line ends with the Löwdin charge.
Cartesian coordinates (Å):
C1 1.222639 1.410294 0.048315  0.02
C2 0.616036 0.292573 0.045267  -0.19
F1 1.868082 -1.204453 -0.618367  -0.42
Si1 -0.636729 -1.009273 0.072553  0.61
H1 0.615402 2.134706 0.333824  0.03
H2 2.335291 1.537199 -0.023245  0.13
H3 -0.697572 -1.109647 -1.458048  -0.02
H4 -0.668274 -2.117926 0.997866  -0.07
H5 -2.049952 -0.636374 0.313387  -0.09

Cartesian forces (eV/Å) of the 3 atoms listed first:
C 4.19 -2.48 -0.64
C 2.26 -2.45 -0.51
F -2.18 2.25 1.36


Record 9
Entry from OMol25: a 2-piece molecular cluster, C2H5FSi overall at a distorted geometry (wB97M-V/def2-TZVPD).

Kohn-Sham gap = 7.942 eV
LUMO = -1.23 eV
energy above the lowest of the compared OMol25 structures with the same formula, charge and spin = 101.14 kcal per mole
HOMO level = -9.17 eV
electronic energy = -12746.0637 eV

Each line ends with the Löwdin charge.
Cartesian coordinates (Å):
C1 -1.229736 0.393784 -0.418405  0.01
C2 -0.740982 -0.690238 0.071730  -0.30
F1 -1.454410 -1.818842 0.096575  0.00
Si1 2.775173 0.660330 -0.137732  0.59
H1 -0.757675 1.272481 -0.083797  0.04
H2 -2.205888 0.404460 -0.854246  0.07
H3 0.054660 -0.788964 0.837025  0.09
H4 1.877727 0.764426 1.144360  -0.22
H5 1.681131 -0.197436 -0.655514  -0.28

Cartesian forces (eV/Å) of the 3 atoms listed first:
C -0.69 0.80 -0.25
C 0.45 -1.48 2.89
F -0.27 -1.00 -0.71


Record 10
Entry from OMol25: C2H5FSi as an isolated structure at a distorted geometry (wB97M-V/def2-TZVPD).

Kohn-Sham gap = 9.647 eV
LUMO = 0.74 eV
energy above the lowest of the compared OMol25 structures with the same formula, charge and spin = 46.00 kcal per mole
HOMO level = -8.91 eV
electronic energy = -12748.4546 eV

Each line ends with the Löwdin charge.
Cartesian coordinates (Å):
C1 -0.999470 -1.334633 0.325283  -0.14
C2 -0.642451 -0.320076 -0.466470  -0.18
F1 2.512310 0.893564 -1.124510  -0.22
Si1 1.406646 0.980495 -0.021624  0.66
H1 -1.890444 -1.899775 0.165984  0.02
H2 -0.540527 -1.808500 1.164767  0.02
H3 -1.015274 -0.081756 -1.416773  -0.02
H4 0.793882 2.221624 0.383212  -0.09
H5 1.641242 0.005883 1.148799  -0.05

Cartesian forces (eV/Å) of the 3 atoms listed first:
C -0.18 0.61 -0.95
C 3.96 0.63 1.75
F 0.65 0.42 -0.63


Among the records above, which one has the lowest energy above the lowest of the compared OMol25 structures with the same formula, charge and spin?
C2H5FNO


Copy entry 6 word for word.
Entry from OMol25: a 2-piece molecular cluster, C2H5FO overall at a distorted geometry (wB97M-V/def2-TZVPD).

Kohn-Sham gap = 10.749 eV
LUMO = 0.98 eV
energy above the lowest of the compared OMol25 structures with the same formula, charge and spin = 39.58 kcal per mole
HOMO level = -9.77 eV
electronic energy = -6917.8939 eV

Each line ends with the Löwdin charge.
Cartesian coordinates (Å):
C1 0.649559 0.648731 0.524139  -0.04
C2 -0.432018 -0.253696 -0.074150  -0.50
O1 0.079704 -0.794820 -1.233219  -0.01
F1 -0.939600 -1.231937 0.738811  0.01
H1 0.423466 1.624708 0.233546  0.04
H2 0.688868 0.538586 1.591277  0.08
H3 1.577013 0.316010 0.047751  0.09
H4 -1.675144 0.801819 -0.380978  0.19
H5 -0.371848 -1.649401 -1.447177  0.13

Cartesian forces (eV/Å) of the 3 atoms listed first:
C -0.22 -2.18 -0.44
C -2.15 2.61 -1.11
O -0.97 -1.04 0.25


The lowest electronic energy belongs to which entry?
C2H5FIP